This record from the Open Molecules 2025 dataset describes a structure of composition C42H105N7 at a distorted geometry. The level of theory is wB97M-V/def2-TZVPD.

Cartesian coordinates (Å):
C (-2.677, -1.939, 1.971)
C (-2.115, -1.654, 3.449)
N (-2.204, -2.820, 4.284)
C (-1.225, -3.880, 3.930)
C (0.217, -3.460, 3.864)
C (-3.494, -3.491, 4.297)
C (-4.504, -2.588, 4.794)
H (-2.857, -1.009, 1.431)
H (-3.656, -2.413, 1.904)
H (-1.954, -2.499, 1.379)
H (-1.132, -1.185, 3.404)
H (-2.708, -0.858, 3.900)
H (-1.340, -4.595, 4.746)
H (-1.429, -4.444, 3.020)
H (0.864, -4.322, 3.706)
H (0.450, -2.835, 3.002)
H (0.571, -2.951, 4.761)
H (-3.360, -4.248, 5.070)
H (-3.676, -3.935, 3.319)
H (-4.511, -2.561, 5.884)
H (-5.496, -2.988, 4.589)
H (-4.486, -1.571, 4.404)
C (1.674, -1.793, 4.265)
C (1.386, -0.341, 4.672)
N (2.578, 0.542, 4.611)
C (2.192, 1.903, 4.473)
C (1.358, 2.195, 3.194)
C (3.325, 0.266, 5.794)
C (4.716, 0.790, 5.492)
H (2.038, -1.721, 3.240)
H (0.797, -2.440, 4.281)
H (2.505, -2.243, 4.808)
H (0.587, -0.012, 4.009)
H (0.858, -0.234, 5.619)
H (1.504, 2.126, 5.289)
H (2.924, 2.698, 4.616)
H (1.551, 1.389, 2.486)
H (0.285, 2.251, 3.374)
H (1.705, 3.138, 2.770)
H (3.265, -0.801, 6.006)
H (2.850, 0.738, 6.654)
H (4.633, 1.875, 5.561)
H (5.176, 0.610, 4.520)
H (5.496, 0.388, 6.137)
C (-0.459, 4.116, -1.237)
C (0.865, 3.715, -1.842)
N (1.300, 4.471, -3.078)
C (2.626, 3.887, -3.519)
C (2.406, 2.578, -4.151)
C (1.403, 5.938, -2.889)
C (1.376, 6.673, -4.211)
H (-0.668, 3.330, -0.512)
H (-1.279, 4.084, -1.955)
H (-0.426, 5.079, -0.728)
H (1.628, 3.676, -1.065)
H (0.711, 2.694, -2.190)
H (3.099, 4.523, -4.266)
H (3.371, 3.839, -2.724)
H (2.238, 1.729, -3.489)
H (1.582, 2.426, -4.848)
H (3.322, 2.324, -4.685)
H (2.300, 6.341, -2.418)
H (0.610, 6.351, -2.266)
H (0.938, 7.669, -4.277)
H (0.845, 6.202, -5.038)
H (2.414, 6.876, -4.476)
C (-6.391, 1.091, -1.074)
C (-4.937, 1.414, -1.370)
N (-4.655, 2.800, -0.982)
C (-3.251, 3.114, -1.441)
C (-3.096, 4.653, -1.472)
C (-4.814, 3.201, 0.439)
C (-3.828, 2.527, 1.367)
H (-7.061, 1.921, -1.300)
H (-6.551, 0.870, -0.019)
H (-6.755, 0.212, -1.604)
H (-4.370, 0.601, -0.919)
H (-4.795, 1.385, -2.450)
H (-3.127, 2.697, -2.440)
H (-2.446, 2.674, -0.852)
H (-3.910, 5.145, -2.003)
H (-2.121, 4.823, -1.928)
H (-3.021, 5.027, -0.451)
H (-4.757, 4.288, 0.392)
H (-5.807, 2.918, 0.789)
H (-3.588, 1.512, 1.051)
H (-2.884, 3.071, 1.322)
H (-4.176, 2.584, 2.399)
C (-0.758, -3.560, -4.194)
C (0.193, -2.686, -4.953)
N (1.085, -1.951, -3.955)
C (2.219, -1.343, -4.762)
C (3.204, -2.493, -5.130)
C (0.335, -0.810, -3.432)
C (1.028, -0.100, -2.257)
H (-0.330, -4.185, -3.411)
H (-1.112, -4.301, -4.911)
H (-1.658, -3.065, -3.830)
H (0.905, -3.315, -5.487)
H (-0.250, -1.908, -5.575)
H (1.915, -0.727, -5.608)
H (2.740, -0.664, -4.086)
H (2.753, -3.190, -5.837)
H (4.145, -2.083, -5.496)
H (3.387, -3.104, -4.246)
H (-0.627, -1.097, -3.010)
H (0.136, -0.007, -4.143)
H (2.101, -0.015, -2.423)
H (0.972, -0.779, -1.406)
H (0.633, 0.892, -2.037)
C (4.501, -2.958, -2.916)
C (3.020, -3.101, -2.563)
N (2.751, -3.746, -1.220)
C (3.173, -2.934, -0.115)
C (2.377, -1.618, 0.149)
C (1.320, -4.208, -1.226)
C (0.750, -4.721, 0.173)
H (4.974, -3.939, -2.855)
H (5.041, -2.311, -2.225)
H (4.760, -2.679, -3.938)
H (2.509, -2.147, -2.691)
H (2.591, -3.785, -3.295)
H (3.096, -3.555, 0.777)
H (4.223, -2.660, -0.229)
H (1.298, -1.687, 0.005)
H (2.512, -1.321, 1.189)
H (2.667, -0.766, -0.464)
H (1.183, -4.943, -2.019)
H (0.726, -3.365, -1.578)
H (-0.322, -4.810, -0.005)
H (0.863, -4.031, 1.009)
H (1.174, -5.679, 0.474)
C (-0.619, 2.043, -1.307)
C (-0.060, 0.590, -0.941)
N (-0.291, 0.181, 0.409)
C (-1.709, -0.035, 0.633)
C (-2.420, 1.152, 1.250)
C (0.440, -1.075, 0.633)
C (0.422, -1.339, 2.208)
H (-0.203, 2.362, -2.263)
H (-0.218, 2.744, -0.576)
H (-1.686, 2.129, -1.510)
H (-0.383, -0.077, -1.741)
H (1.021, 0.644, -1.071)
H (-2.103, -0.454, -0.293)
H (-1.935, -0.906, 1.249)
H (-2.693, 1.905, 0.511)
H (-3.403, 0.916, 1.658)
H (-1.795, 1.508, 2.069)
H (1.494, -0.959, 0.383)
H (0.077, -1.895, 0.014)
H (0.545, -0.377, 2.705)
H (1.263, -1.922, 2.583)
H (-0.489, -1.805, 2.583)

HOMO = -6.5 eV
LUMO = 0.5 eV
HOMO-LUMO gap = 7.02 eV
F_max = 14.28 eV Å⁻¹
Energy above the lowest of the compared OMol25 structures with the same formula, charge and spin = 5532.2 kJ/mol
Net charge = 0

Löwdin population analysis, charges in e, atoms 1 to 6: -0.053 -0.186 -0.155 -0.182 -0.114 -0.304